--- w ---
15
Properties=species:S:1:pos:R:3 method="wB97M-V/def2-TZVPD" charge=0 lumo_ev="0.1 / 0.1" spin_multiplicity=1 orbital_gap_ev="7.49 / 7.48" homo_ev="-7.4 / -7.4"
C 0.751 -0.263 -0.619
C -2.357 -1.096 0.600
C 1.982 1.233 0.697
C -1.677 -0.258 -0.438
O 0.743 0.652 -1.563
O 1.752 -0.082 0.305
S -2.358 0.987 -1.217
H 0.843 -1.309 -0.953
H -1.642 -0.931 1.471
H -3.341 -0.730 0.828
H -2.379 -2.200 0.314
H 1.167 1.633 1.213
H 2.081 2.040 -0.083
H 2.965 1.340 1.317
H -0.040 0.548 -2.178

***

--- x ---
15
Properties=species:S:1:pos:R:3 method="wB97M-V/def2-TZVPD" charge=0 lumo_ev=0.8 spin_multiplicity=1 orbital_gap_ev=9.18 smiles=OC[C@@H]1OCCS1 homo_ev=-8.4
O 1.570 -0.149 1.080
C 0.342 -0.395 1.720
C -0.817 -0.205 0.669
O -0.949 -1.019 -0.345
C -0.003 -0.494 -1.392
C -0.468 0.972 -1.621
S -0.841 1.524 -0.074
H 2.178 -0.007 1.807
H 0.259 -1.391 2.181
H 0.160 0.510 2.420
H -1.657 -0.351 1.416
H -0.206 -0.940 -2.351
H 1.073 -0.535 -1.111
H 0.549 1.390 -1.981
H -1.189 1.091 -2.419

***

Least stable: w